This record from OMol25 describes a cluster of 10 separate species, C4H28N4O11 in total. The level of theory is ωB97M-V/def2-TZVPD.

Atoms and positions in Å:
C (-14.785, 15.183, -15.600)
O (-15.588, 14.860, -16.461)
N (-14.574, 16.376, -15.137)
N (-13.910, 14.355, -15.107)
H (-13.822, 16.407, -14.464)
H (-15.201, 17.128, -15.383)
H (-13.965, 13.348, -15.154)
H (-13.084, 14.722, -14.656)
C (-11.682, 16.155, -12.688)
O (-12.820, 16.471, -12.909)
N (-10.692, 16.907, -12.875)
N (-11.383, 14.968, -12.273)
H (-9.783, 16.467, -12.897)
H (-10.805, 17.866, -13.171)
H (-10.445, 14.596, -12.320)
H (-12.154, 14.320, -12.203)
C (-14.095, 9.195, -10.869)
C (-13.778, 8.699, -9.409)
O (-12.393, 8.751, -9.087)
O (-13.419, 8.372, -11.871)
H (-13.784, 10.235, -10.769)
H (-15.160, 9.231, -11.101)
H (-14.318, 7.763, -9.266)
H (-14.214, 9.441, -8.740)
H (-12.265, 8.903, -8.148)
H (-12.536, 8.748, -11.888)
O (-14.869, 12.256, -9.212)
H (-15.025, 13.089, -9.656)
H (-14.682, 12.498, -8.305)
O (-11.047, 12.394, -14.268)
H (-11.854, 12.365, -13.754)
H (-10.350, 12.243, -13.629)
O (-13.854, 10.582, -14.213)
H (-13.768, 10.053, -15.007)
H (-13.663, 9.975, -13.498)
O (-16.197, 12.930, -12.550)
H (-16.338, 12.994, -13.495)
H (-16.214, 11.991, -12.368)
O (-16.722, 15.206, -11.461)
H (-16.437, 14.443, -11.964)
H (-17.670, 15.101, -11.382)
O (-13.858, 14.737, -10.028)
H (-13.599, 14.596, -10.939)
H (-13.664, 15.660, -9.864)
O (-13.345, 13.107, -12.245)
H (-13.517, 12.286, -11.784)
H (-14.170, 13.315, -12.682)

## Properties
ΔE to the lowest compared entry with this formula, charge and spin ... 38.66 kcal per mole
Orbital gap ... 9.1 eV
E_LUMO ... 0.0 eV
E_tot ... -33085.81860 eV
SMILES ... NC(N)=O.NC(N)=O.OCCO.O.O.O.O.O.O.O
F_max ... 7.0 eV/A

=====

This record from OMol25 describes the ion C3H9N4 with charge +1. The level of theory is ωB97M-V/def2-TZVPD.

Atoms and positions in Å:
C (-2.066, 0.434, 0.069)
C (-0.948, 1.379, 0.107)
C (0.246, 0.421, -0.151)
N (-1.682, -0.784, 0.163)
N (-0.265, -0.751, 0.368)
N (1.598, 0.540, 0.377)
N (0.188, -2.019, 0.056)
H (-3.022, 0.533, -0.300)
H (-0.783, 2.180, -0.512)
H (-0.799, 1.631, 1.154)
H (0.463, 0.474, -1.322)
H (2.234, 1.224, -0.024)
H (1.686, 0.676, 1.427)
H (1.109, -2.323, 0.497)
H (0.072, -2.330, -0.949)
H (-0.523, -2.796, 0.398)

## Properties
Total charge ... +1
ΔE to the lowest compared entry with this formula, charge and spin ... 94.74 kcal per mole
Orbital gap ... 10.1 eV
E_LUMO ... -3.6 eV
E_tot ... -9207.51331 eV
SMILES ... N[C@@H]1CC=NN1[NH3+]
F_max ... 5.0 eV/A

=====

This record from OMol25 describes a structure of composition C20H18BrN3O2. The level of theory is ωB97M-V/def2-TZVPD.

Atoms and positions in Å:
C (1.088, 2.630, -2.224)
C (0.820, 3.715, -1.644)
C (2.009, 4.444, -1.129)
H (2.978, 4.116, -1.455)
H (1.927, 5.654, -1.807)
H (2.052, 4.822, -0.113)
C (-0.364, 4.602, -1.380)
O (-1.501, 3.474, -1.790)
C (-1.633, 2.416, -0.970)
C (-0.949, 2.175, 0.233)
C (-0.972, 0.865, 0.991)
C (-2.019, 0.028, 0.477)
C (-3.090, 0.523, -0.651)
C (-2.677, 1.537, -1.156)
H (-3.344, 1.812, -2.201)
O (-3.859, -0.323, -0.811)
H (-4.524, 0.075, -1.613)
C (-2.259, -1.080, 1.330)
N (-3.494, -1.641, 1.821)
C (-3.472, -2.604, 2.588)
N (-2.525, -3.504, 2.607)
C (-1.196, -3.134, 2.296)
C (-1.084, -2.087, 1.509)
C (0.246, -1.645, 0.957)
C (1.346, -1.965, 1.406)
C (2.450, -1.399, 1.040)
C (2.437, -0.813, -0.368)
C (1.450, -1.136, -1.069)
C (0.273, -1.245, -0.477)
H (-0.725, -1.326, -1.072)
H (1.490, -0.810, -2.150)
Br (4.174, -0.390, -1.213)
H (3.411, -1.372, 1.644)
H (1.211, -1.905, 2.547)
H (-0.585, -3.822, 2.316)
N (-4.664, -3.085, 3.136)
H (-4.930, -3.927, 3.286)
H (-5.469, -2.268, 2.988)
H (-0.471, 0.740, 1.817)
H (0.096, 2.788, 0.623)
H (-0.629, 5.316, -2.010)
H (-0.246, 4.911, -0.262)
H (2.157, 2.285, -2.510)
H (0.250, 2.184, -2.716)

## Properties
ΔE to the lowest compared entry with this formula, charge and spin ... 419.95 kcal per mole
Orbital gap ... 7.2 eV
E_LUMO ... -0.2 eV
E_tot ... -99623.43010 eV
F_max ... 16.4 eV/A